[1]
ORCA calculation (ωB97M-V/def2-TZVPD) on a cluster of 8 separate species, C42H36O26 in total in a non-equilibrium geometry.

Summary:
Kohn-Sham gap: 5.6 eV
HOMO: -8.6 eV
structure (SMILES): O=C1C=C(O)C(=O)C=C1O.O=C1C=C(O)C(=O)C=C1O.O=C1C=C(O)C(=O)C=C1O.O=C1C=C(O)C(=O)C=C1O.O=C1C=C(O)C(=O)C=C1O.O=C1C=C(O)C(=O)C=C1O.CC(C)=O.CC(C)=O

Structure (ORCA input):
```
! RIJCOSX wB97M-V def2-TZVPD def2/J DEFGRID3
* xyz 0 1
C -3.015 3.332 -2.792
C -4.008 3.234 -3.876
C -5.036 2.139 -3.945
O -5.900 2.132 -4.868
C -4.955 1.029 -2.973
C -4.067 1.294 -1.724
C -2.964 2.335 -1.729
O -2.160 2.430 -0.804
O -4.332 0.814 -0.477
O -4.115 4.167 -4.792
H -2.151 4.111 -2.726
H -5.967 0.615 -2.964
H -5.293 0.682 -0.591
H -4.867 3.857 -5.525
C -2.803 0.931 5.963
C -3.048 2.327 6.369
C -1.980 3.071 7.146
O -2.144 4.280 7.445
C -0.757 2.412 7.418
C -0.532 0.953 6.895
C -1.570 0.263 6.107
O -1.470 -0.849 5.598
O 0.682 0.263 6.936
O -4.124 3.017 6.049
H -3.639 0.490 5.461
H 0.042 2.926 7.931
H 1.315 0.772 7.464
H -3.881 3.888 6.332
C 3.648 2.105 3.868
C 3.724 1.767 2.366
C 2.520 2.138 1.647
O 2.554 1.868 0.397
C 1.161 2.472 2.366
C 1.273 2.927 3.890
C 2.553 2.627 4.667
O 2.528 2.776 5.845
O 0.238 3.632 4.380
O 4.781 1.177 1.733
H 4.543 1.865 4.528
H 0.262 2.754 1.719
H -0.450 3.605 3.672
H 4.606 0.831 0.817
C 2.550 -7.988 -3.341
C 3.246 -7.918 -4.688
C 3.062 -6.607 -5.433
O 3.449 -6.525 -6.642
C 2.444 -5.522 -4.724
C 1.678 -5.700 -3.416
C 1.799 -7.003 -2.648
O 1.371 -7.170 -1.527
O 0.555 -4.918 -3.013
O 3.912 -8.959 -5.303
H 2.635 -8.884 -2.844
H 2.267 -4.606 -5.231
H 0.242 -5.528 -2.273
H 4.255 -8.729 -6.209
C 0.407 -2.957 1.922
C 0.091 -1.537 2.518
C -0.974 -0.721 1.817
O -1.163 0.374 2.279
C -1.547 -1.208 0.582
C -1.068 -2.526 0.071
C -0.240 -3.496 0.813
O -0.157 -4.694 0.449
O -1.553 -2.842 -1.193
O 0.733 -1.121 3.580
H 1.109 -3.338 2.467
H -2.254 -0.630 -0.125
H -1.727 -1.832 -1.486
H 0.557 -0.189 3.503
C 0.248 -0.812 -4.555
C 1.564 -0.409 -5.268
C 2.275 0.652 -4.906
O 3.306 1.017 -5.465
C 1.941 1.429 -3.674
C 0.723 1.032 -2.833
C -0.172 -0.133 -3.309
O -1.236 -0.462 -2.677
O 0.613 1.359 -1.437
O 2.143 -1.251 -6.241
H -0.241 -1.610 -4.831
H 2.630 2.193 -3.261
H 1.167 1.927 -1.024
H 3.010 -0.900 -6.447
C 4.317 -1.712 -2.470
C 3.725 -0.923 -1.315
O 4.367 -0.153 -0.701
C 2.498 -1.412 -0.671
H 3.984 -2.770 -2.426
H 5.362 -1.749 -2.458
H 3.878 -1.372 -3.492
H 1.649 -1.670 -1.414
H 2.164 -0.593 -0.075
H 2.470 -2.393 -0.058
C -3.375 3.448 2.334
C -2.461 4.512 1.951
O -1.381 4.638 2.552
C -2.690 5.332 0.691
H -4.154 3.934 3.074
H -3.044 2.550 2.705
H -3.921 2.921 1.526
H -2.536 4.696 -0.294
H -2.074 6.224 0.621
H -3.624 5.776 0.718
*
```

[2]
ORCA calculation (ωB97M-V/def2-TZVPD) on a structure of composition C33H60Br2F4N3O11S in a non-equilibrium geometry.

Summary:
Kohn-Sham gap: 7.3 eV
HOMO: -11.3 eV

Structure (ORCA input):
```
! RIJCOSX wB97M-V def2-TZVPD def2/J DEFGRID3
* xyz 1 1
C 2.231 4.741 2.663
C 1.715 3.797 3.851
C 0.160 4.081 4.162
C -0.783 2.827 3.757
C -1.589 3.141 2.381
C -1.757 1.774 1.606
N -0.546 1.010 1.191
C 0.577 1.767 0.592
O 1.350 0.901 -0.242
C 2.342 1.626 -0.994
C 3.559 2.198 -0.111
O 4.811 2.179 -0.809
C 5.494 0.912 -0.673
C 7.066 1.136 -0.965
O 7.673 1.630 0.240
C 8.453 0.615 0.896
C 7.602 -0.263 1.931
C -1.125 -0.103 0.478
N -0.636 -1.313 0.417
C 0.572 -1.833 1.085
O 1.183 -2.913 0.356
C 2.451 -3.278 0.935
C 3.671 -3.178 -0.104
C 3.456 -1.979 -1.143
N -2.370 0.417 -0.138
C -2.288 0.276 -1.570
Br -1.295 1.474 -2.825
C -2.888 -0.836 -2.221
C -3.671 -1.993 -1.481
Br -2.742 -1.080 -4.193
C -3.003 1.566 0.539
C -4.179 1.276 1.575
C -5.673 1.373 1.116
O -6.147 2.642 0.659
C -6.182 0.306 0.054
F -7.535 0.605 -0.214
F -6.180 -0.957 0.639
F -5.546 0.398 -1.170
S -3.152 3.205 -0.308
O -1.851 3.827 -0.688
O -3.967 3.070 -1.568
F -3.877 4.368 0.681
H 3.170 4.348 2.148
H 2.490 5.752 3.129
H 1.459 4.924 1.851
H 1.873 2.691 3.660
H 2.297 4.118 4.780
H -0.199 5.013 3.610
H 0.053 4.246 5.279
H -1.535 2.681 4.607
H -0.156 1.873 3.678
H -2.602 3.529 2.726
H -0.965 3.909 1.836
H -2.121 1.078 2.447
H 1.187 2.194 1.467
H 0.279 2.664 -0.038
H 2.814 0.862 -1.706
H 1.888 2.421 -1.678
H 3.319 3.288 0.138
H 3.600 1.616 0.871
H 5.128 0.246 -1.526
H 5.329 0.425 0.345
H 7.464 0.120 -1.302
H 7.128 1.852 -1.845
H 8.976 -0.101 0.185
H 9.266 1.132 1.508
H 6.962 -1.054 1.435
H 8.352 -0.814 2.597
H 6.973 0.382 2.629
H -1.177 -1.982 -0.159
H 1.371 -1.074 1.327
H 0.236 -2.292 2.084
H 2.437 -4.343 1.331
H 2.757 -2.621 1.823
H 4.650 -2.940 0.443
H 3.858 -4.138 -0.671
H 4.393 -1.883 -1.778
H 3.372 -1.026 -0.521
H 2.531 -2.134 -1.782
H -4.498 -2.411 -2.141
H -4.098 -1.576 -0.522
H -2.953 -2.846 -1.232
H -4.008 0.208 1.962
H -4.069 1.924 2.512
H -6.305 1.153 2.052
H -6.546 3.149 1.396
O -6.496 -6.403 2.279
C -7.257 -5.475 2.156
O -8.578 -5.663 2.321
C -9.538 -4.600 2.399
C -10.003 -4.184 1.019
C -6.761 -4.123 1.725
H -9.151 -3.762 2.982
H -10.387 -4.999 2.959
H -9.180 -3.788 0.420
H -10.778 -3.417 1.089
H -10.406 -5.042 0.477
H -6.711 -4.090 0.636
H -5.759 -3.979 2.133
H -7.363 -3.295 2.094
O 2.956 -2.322 -3.999
C 3.411 -1.769 -4.973
O 4.721 -1.475 -5.023
C 5.397 -1.010 -6.201
C 5.289 0.495 -6.334
C 2.517 -1.316 -6.093
H 5.044 -1.536 -7.090
H 6.446 -1.285 -6.077
H 4.251 0.815 -6.449
H 5.856 0.847 -7.198
H 5.674 0.986 -5.437
H 2.114 -0.331 -5.854
H 1.695 -2.027 -6.185
H 3.009 -1.289 -7.063
*
```

[3]
ORCA calculation (ωB97M-V/def2-TZVPD) on a cluster of 6 separate species, C28H65N7O9P2 in total in a non-equilibrium geometry.

Summary:
Kohn-Sham gap: 8.2 eV
HOMO: -8.0 eV
structure (SMILES): CN(C)P(=O)(N(C)C)N(C)C.CN(C)P(=O)(N(C)C)N(C)C.COC[C@H](C)N.O=C1CCCO1.O=C1CCCO1.O=C1CCCO1

Structure (ORCA input):
```
! RIJCOSX wB97M-V def2-TZVPD def2/J DEFGRID3
* xyz 0 1
O 5.786 5.655 -0.123
P 5.178 4.377 0.363
N 3.559 4.042 -0.016
C 2.779 4.933 -0.782
C 2.761 3.107 0.749
N 5.199 4.193 2.058
C 6.300 3.439 2.647
C 4.697 5.393 2.846
N 6.050 3.060 -0.280
C 5.516 1.636 -0.309
C 7.345 3.283 -0.848
H 1.790 4.483 -0.873
H 3.236 4.859 -1.769
H 2.796 5.974 -0.458
H 2.174 3.669 1.475
H 3.316 2.454 1.422
H 2.098 2.469 0.165
H 6.410 3.853 3.649
H 6.078 2.386 2.472
H 7.204 3.511 2.042
H 5.564 6.041 2.972
H 3.918 6.004 2.389
H 4.413 4.983 3.816
H 6.256 0.874 -0.067
H 4.891 1.570 0.582
H 5.113 1.333 -1.276
H 7.828 3.900 -0.091
H 7.261 3.722 -1.842
H 7.804 2.294 -0.837
O -2.032 -3.108 -3.195
P -2.320 -4.269 -2.222
N -0.966 -5.245 -1.845
C 0.357 -5.170 -2.607
C -1.075 -6.359 -0.977
N -3.422 -5.462 -2.809
C -4.917 -5.067 -2.915
C -2.968 -6.381 -3.880
N -2.898 -3.673 -0.658
C -3.331 -2.293 -0.677
C -3.548 -4.502 0.435
H 1.215 -5.593 -2.084
H 0.570 -4.138 -2.885
H 0.229 -5.769 -3.509
H -0.861 -7.240 -1.582
H -2.147 -6.413 -0.783
H -0.434 -6.184 -0.113
H -5.243 -4.585 -1.993
H -5.103 -4.300 -3.667
H -5.636 -5.827 -3.219
H -2.546 -5.860 -4.739
H -2.121 -7.008 -3.604
H -3.692 -7.121 -4.223
H -4.406 -2.150 -0.569
H -2.970 -1.833 0.243
H -3.143 -1.637 -1.528
H -2.898 -5.247 0.893
H -4.525 -4.827 0.078
H -3.874 -3.874 1.265
O -4.712 2.682 3.536
C -4.169 1.893 4.280
O -4.652 1.705 5.554
C -4.068 0.588 6.219
C -3.308 -0.164 5.139
C -3.281 0.676 3.858
H -4.741 -0.030 6.814
H -3.386 1.021 6.950
H -3.784 -1.143 5.087
H -2.313 -0.513 5.415
H -3.770 0.117 3.060
H -2.258 0.911 3.565
O -5.632 3.385 -3.124
C -5.372 3.127 -1.928
O -4.950 1.915 -1.532
C -4.274 1.895 -0.339
C -4.797 3.241 0.240
C -5.309 4.130 -0.864
H -3.200 1.706 -0.321
H -4.623 1.103 0.323
H -4.064 3.746 0.870
H -5.617 3.018 0.922
H -4.769 5.075 -0.924
H -6.372 4.335 -0.732
O 3.409 -0.445 -1.245
C 2.933 0.048 -2.267
O 2.958 1.357 -2.312
C 2.868 1.791 -3.648
C 2.191 0.588 -4.363
C 2.288 -0.572 -3.502
H 3.848 1.931 -4.105
H 2.265 2.697 -3.708
H 2.515 0.421 -5.391
H 1.156 0.931 -4.361
H 2.965 -1.312 -3.927
H 1.424 -1.100 -3.099
C -0.038 0.449 -0.238
C -0.261 0.132 1.286
C -0.321 -1.351 1.746
O 0.944 -2.070 1.581
C 0.724 -3.385 2.063
N 0.890 0.744 1.937
H 0.640 -0.194 -0.798
H 0.443 1.422 -0.345
H -0.915 0.197 -0.834
H -1.133 0.662 1.668
H -0.930 -1.919 1.043
H -0.764 -1.347 2.742
H -0.070 -3.897 1.520
H 0.481 -3.485 3.122
H 1.670 -3.926 2.033
H 0.846 0.528 2.922
H 1.779 0.326 1.704
*
```

[4]
ORCA calculation (ωB97M-V/def2-TZVPD) on an isolated molecule of C4H7NO2 in a non-equilibrium geometry.

Summary:
Kohn-Sham gap: 9.9 eV
HOMO: -9.3 eV
structure (SMILES): O=C[C@@H]1NC[C@@H]1O

Structure (ORCA input):
```
! RIJCOSX wB97M-V def2-TZVPD def2/J DEFGRID3
* xyz 0 1
O 0.522 0.739 1.549
C 0.040 0.787 0.237
C 1.156 0.368 -0.714
N 0.488 -0.792 -1.342
C -0.748 -0.405 -0.719
C -1.158 -1.016 0.534
O -0.452 -1.784 1.157
H -0.047 1.206 2.179
H -0.549 1.686 0.079
H 2.052 0.080 -0.167
H 1.345 1.171 -1.422
H 0.793 -1.662 -0.909
H -1.369 0.176 -1.411
H -2.074 -0.553 0.949
*
```